# 1
13
Properties=species:S:1:pos:R:3 method="wB97M-V/def2-TZVPD" gap_ev=9.020 total_energy_ha=-249.46792 relative_energy_kj_mol=14.0
C -0.9672 -1.6275 -0.2735
C -0.0849 -0.4844 0.1171
C 1.2155 -0.1849 -0.2169
C 1.3968 1.2180 -0.0360
C 0.2152 1.7241 0.4389
N -0.6683 0.6816 0.5479
H -1.6065 -2.0075 0.5305
H -1.6262 -1.2624 -1.0696
H -0.3874 -2.4583 -0.6831
H 1.9515 -0.8873 -0.5892
H 2.2738 1.7978 -0.2907
H -0.0917 2.7369 0.6579
H -1.6206 0.7540 0.8668


# 2
14
Properties=species:S:1:pos:R:3 method="wB97M-V/def2-TZVPD" gap_ev=7.408 total_energy_ha=-705.62084 relative_energy_kj_mol=14.2
C -2.0784 0.3887 0.0446
C -0.6167 0.1045 -0.0006
C 0.0562 -0.5229 -1.0132
C 1.5423 -0.6369 -0.6994
C 1.6616 0.0669 0.6454
O 2.6928 0.2039 1.2700
C 0.2837 0.5229 1.0593
S -0.0431 1.3102 2.4513
H -2.2286 1.4555 0.0865
H -2.5172 -0.1258 0.8762
H -2.4660 -0.0602 -0.8773
H -0.4224 -0.9120 -1.8991
H 1.9388 -1.6659 -0.5692
H 2.1971 -0.1290 -1.3745


# 3
124
Properties=species:S:1:pos:R:3 method="wB97M-V/def2-TZVPD" gap_ev=7.348 total_energy_ha=-9199.50323 total_charge=+1
C -6.3658 7.4993 -6.1373
C -5.3501 6.5751 -5.3781
C -4.5372 5.6416 -6.3390
C -3.2273 5.1624 -5.5607
C -3.5766 3.8090 -4.8842
C -2.6341 3.3483 -3.7005
C -1.8912 4.4472 -2.9392
C -0.4610 4.4624 -2.9944
C 0.3716 3.4082 -3.7517
C 0.3720 1.9749 -3.0928
C 1.8020 1.3208 -3.2259
O -0.0506 1.9839 -1.7289
C -1.0571 1.0051 -1.4530
C -1.0958 0.6237 0.0281
C -2.2947 0.8523 0.7419
C -2.4748 0.5098 2.1014
C -1.4040 -0.0920 2.8091
C -0.1683 -0.3332 2.0993
C -0.0252 0.0237 0.7367
C 0.2584 5.4899 -2.3206
C 1.7956 5.5484 -2.3303
O 2.3679 5.8054 -3.3509
O 2.4490 5.2607 -1.1463
P 1.5208 4.3034 -0.0873
O 2.6564 3.2086 0.4036
Br 1.0713 5.4483 1.8244
C -0.4833 6.4987 -1.6088
C 0.2995 7.6431 -0.9264
C -0.5825 8.6040 -0.0970
C -1.4676 9.5590 -0.9714
Br 0.6891 9.7564 0.9159
C -1.8655 6.3812 -1.5808
N -2.5586 5.3884 -2.2198
C -4.0216 5.4256 -2.0616
N -4.5642 6.8003 -2.1877
H -6.6245 8.3214 -5.4329
H -5.8801 7.9631 -7.0132
H -7.2990 6.9582 -6.3718
H -5.8904 5.9678 -4.6145
H -4.6900 7.2549 -4.8013
H -4.2991 6.1320 -7.2966
H -5.1757 4.7391 -6.4541
H -2.9826 5.9836 -4.8626
H -2.4463 5.0343 -6.3364
H -4.6238 3.7523 -4.5201
H -3.5043 3.0329 -5.6762
H -3.2552 2.7990 -2.9552
H -1.9561 2.5812 -4.1135
H -0.1157 3.3036 -4.7480
H 1.4004 3.7444 -3.9613
H -0.3156 1.3337 -3.6888
H 1.7407 0.5588 -4.0250
H 2.5844 2.0495 -3.5053
H 2.1004 0.8250 -2.2851
H -2.0384 1.4678 -1.7015
H -0.9105 0.0632 -2.0298
H -3.1339 1.3222 0.1975
H -3.4502 0.7517 2.5491
H -1.5508 -0.3633 3.8637
H 0.6294 -0.8283 2.6736
H 0.9207 -0.1805 0.2121
H 2.3417 2.8914 1.2728
H 0.7248 8.2503 -1.7615
H 1.1661 7.2379 -0.3794
H -1.1798 8.0887 0.6805
H -2.5236 9.4685 -0.6283
H -1.1881 10.6072 -0.7650
H -1.4272 9.3372 -2.0530
H -2.4291 7.1464 -1.0321
H -4.5720 4.7836 -2.7635
H -4.2999 5.0767 -1.0405
H -4.5013 7.1959 -1.2488
H -5.5622 6.7341 -2.3840
C 4.0305 -4.2539 -2.3472
O 3.6815 -3.4184 -1.2389
P 4.4246 -2.0227 -1.1170
O 4.4686 -1.2238 -2.3418
O 5.8635 -2.3760 -0.5299
C 5.9929 -3.4172 0.4406
O 3.6549 -1.3557 0.1006
C 3.9939 -0.0081 0.4331
H 4.0376 -5.2877 -2.0056
H 3.2834 -4.1398 -3.1309
H 5.0164 -4.0071 -2.7437
H 6.3154 -4.3287 -0.0635
H 5.0572 -3.6069 0.9673
H 6.7529 -3.1276 1.1636
H 4.7719 0.3946 -0.2162
H 4.3440 0.0217 1.4652
H 3.1021 0.6111 0.3417
C -0.8056 -4.8658 2.8425
O -0.3627 -5.6830 3.9282
P 0.4258 -4.9592 5.1001
O -0.1917 -3.7301 5.5988
O 1.8994 -4.7552 4.5219
C 2.4768 -5.7690 3.6934
O 0.5884 -6.1230 6.1629
C 1.1750 -5.7930 7.4256
H -0.6833 -5.4264 1.9170
H -1.8592 -4.6277 2.9808
H -0.2283 -3.9421 2.7752
H 2.3593 -5.4775 2.6489
H 2.0141 -6.7437 3.8498
H 3.5385 -5.8426 3.9209
H 1.4470 -4.7391 7.4882
H 2.0701 -6.3995 7.5632
H 0.4634 -6.0239 8.2166
C 2.2525 -13.3252 3.8213
O 1.2710 -12.5358 4.4974
P 1.5783 -10.9907 4.6810
O 2.0352 -10.2918 3.4789
O 2.6189 -10.9243 5.8912
C 2.4805 -11.8306 6.9861
O 0.2205 -10.4639 5.3027
C 0.0996 -9.0525 5.5001
H 2.3038 -14.2971 4.3097
H 1.9507 -13.4602 2.7839
H 3.2390 -12.8604 3.8572
H 3.1715 -12.6624 6.8432
H 1.4645 -12.2160 7.0747
H 2.7425 -11.3103 7.9056
H 0.9966 -8.5207 5.1854
H -0.0741 -8.8566 6.5576
H -0.7495 -8.6839 4.9271


# 4
12
Properties=species:S:1:pos:R:3 method="wB97M-V/def2-TZVPD" gap_ev="6.580 / 6.580" total_energy_ha=-285.91735 total_charge=-1 relative_energy_kj_mol=22.0
C -1.3570 -1.1642 -0.3315
C -0.3562 -0.2370 -0.0881
C -0.6189 1.2736 0.0266
C 1.0682 -0.5146 0.2167
N 2.0921 0.2606 0.0098
O 3.3193 -0.0632 0.3318
H -2.3532 -0.8622 -0.4315
H -1.0880 -2.1491 -0.2782
H -0.9349 1.4702 0.9771
H -1.3193 1.5677 -0.6867
H 0.3454 1.8985 -0.1112
H 1.2025 -1.4803 0.3651


# 5
11
Properties=species:S:1:pos:R:3 method="wB97M-V/def2-TZVPD" gap_ev=11.280 total_energy_ha=-969.14888 total_charge=+1 relative_energy_kj_mol=224.5
N 0.2256 -0.7127 0.2647
N 0.2211 1.2952 -1.2293
N -1.4850 1.3277 1.0236
P -0.3969 0.7567 0.1239
Cl 1.7142 -2.2337 2.4658
H 0.2590 -1.1686 1.1296
H 1.1421 -0.9123 -0.2936
H 0.2162 2.1469 -1.7582
H 1.1257 0.8191 -1.4098
H -1.9839 2.2508 0.8924
H 1.3023 -3.2567 1.8832


# 6
5
Properties=species:S:1:pos:R:3 method="wB97M-V/def2-TZVPD" gap_ev=7.464 total_energy_ha=-1717.37020 relative_energy_kj_mol=91.8
O -0.6857 0.3346 -0.2463
H -0.9620 0.5741 -1.1327
H 0.5549 0.6344 0.1537
Cu -0.2487 -1.5069 0.6216
H 1.3415 -0.0361 0.6036


# 7
48
Properties=species:S:1:pos:R:3 method="wB97M-V/def2-TZVPD" gap_ev=8.188 total_energy_ha=-1789.96519 relative_energy_kj_mol=128.5
C 5.0273 0.0940 1.8552
C 3.6364 -0.4473 1.5311
N 3.4847 -1.0417 0.2239
C 4.1024 -2.3119 -0.0971
C 5.5324 -2.2079 -0.6210
S 3.2695 0.0353 -1.0219
O 4.1933 1.1355 -0.9689
O 3.1803 -0.7120 -2.2402
C 1.6341 0.6727 -0.6305
C 1.4310 2.0333 -0.4944
C 0.1551 2.4949 -0.2165
C -0.8991 1.6060 -0.0879
C -0.6957 0.2349 -0.2413
C -1.7414 -0.7744 -0.1303
N -1.4579 -1.9929 0.2333
N -2.6064 -2.6855 0.1420
C -3.6304 -1.9154 -0.3093
S -5.1545 -2.4055 -0.6542
N -3.0753 -0.6612 -0.4549
C -3.8128 0.4654 -0.9631
C -4.4461 1.3394 0.1355
C -4.8880 2.6640 -0.4819
C -5.6278 0.6403 0.7990
C 0.5968 -0.2240 -0.5119
H 5.3609 0.7367 1.0453
H 5.7405 -0.7139 1.9923
H 4.9860 0.6736 2.7743
H 3.3337 -1.1918 2.2752
H 2.9155 0.3753 1.5634
H 3.4792 -2.7613 -0.8745
H 4.0572 -2.9384 0.7977
H 5.5487 -1.5394 -1.4776
H 5.8781 -3.1901 -0.9343
H 6.2112 -1.8241 0.1346
H 2.2726 2.6987 -0.6031
H -0.0227 3.5526 -0.0953
H -1.8741 1.9920 0.1556
H -2.6467 -3.6683 0.3550
H -3.1392 1.0618 -1.5842
H -4.6112 0.0575 -1.5917
H -3.6964 1.5377 0.9109
H -5.3339 3.3024 0.2765
H -5.6288 2.4864 -1.2576
H -4.0466 3.1937 -0.9248
H -5.3158 -0.2803 1.2847
H -6.0709 1.2885 1.5515
H -6.3883 0.3926 0.0632
H 0.7829 -1.2781 -0.6316


# 8
180
Properties=species:S:1:pos:R:3 method="wB97M-V/def2-TZVPD" gap_ev=9.158 total_energy_ha=-3592.60645 relative_energy_kj_mol=34.8
C -1.9282 6.2435 3.5055
C -2.4136 4.9108 4.0893
O -2.6648 3.9629 3.3292
N -2.6374 4.8373 5.4529
C -2.8845 3.5553 6.0298
H -2.7015 6.6061 2.7772
H -0.9918 6.0787 2.9778
H -1.7826 7.0330 4.2521
H -2.4352 5.6500 5.9743
H -3.2326 3.7138 7.0339
H -1.9834 2.9491 6.1427
H -3.6447 2.9832 5.4399
C 0.9865 -5.4269 0.1327
C 1.7898 -6.3194 1.1021
O 3.0149 -6.4132 1.0833
N 1.0257 -7.1854 1.8625
C 1.6299 -8.0149 2.8985
H 1.3930 -4.3985 0.3083
H -0.0511 -5.4151 0.4233
H 1.2036 -5.7619 -0.8733
H 0.0330 -7.0577 1.8474
H 2.7618 -8.1470 2.6955
H 1.2901 -9.1243 2.8157
H 1.6608 -7.6547 3.9729
C 4.6353 1.1257 2.5502
C 4.5775 -0.3384 2.0668
O 4.5922 -1.3201 2.7632
N 4.5401 -0.4856 0.7596
C 4.3701 -1.8795 0.1533
H 5.6963 1.4013 2.7293
H 4.1259 1.3197 3.4752
H 4.1761 1.6451 1.7575
H 4.1058 0.2895 0.3105
H 5.2516 -2.5325 0.3415
H 4.1329 -1.7118 -0.9035
H 3.5266 -2.4340 0.5547
C 3.8156 -0.3343 -3.8887
C 3.6948 -0.8231 -5.3115
O 4.3583 -1.7015 -5.8319
N 2.5954 -0.3870 -5.9274
C 2.2312 -0.7535 -7.3098
H 4.7137 -0.7006 -3.4899
H 2.9590 -0.7518 -3.2853
H 3.7109 0.7613 -3.8874
H 2.0780 0.4517 -5.5567
H 2.7467 0.0602 -7.9101
H 1.1661 -0.5448 -7.4763
H 2.6168 -1.7338 -7.6928
C -1.3639 -4.7335 -2.3895
C -2.7116 -4.0614 -2.4121
O -3.1856 -3.4844 -1.4560
N -3.4299 -4.1394 -3.6082
C -4.8833 -4.0584 -3.6207
H -0.5849 -4.1392 -1.9695
H -1.1151 -5.2216 -3.3133
H -1.6061 -5.5814 -1.7312
H -2.9430 -4.6676 -4.3460
H -5.2799 -3.0099 -3.7579
H -5.3294 -4.3571 -2.7205
H -5.3657 -4.6733 -4.3645
C 1.1311 -1.2864 -1.2321
C 1.0164 -0.0687 -0.3532
O 1.9010 0.7177 -0.0229
N -0.2631 0.1239 0.0775
C -0.6000 1.2696 0.8596
H 0.2028 -1.8473 -1.2296
H 2.0295 -1.8570 -0.9609
H 1.3873 -1.0037 -2.3020
H -1.1079 -0.2821 -0.3055
H -1.6106 1.5553 0.8160
H 0.0745 2.0877 0.6399
H -0.3854 1.0958 1.8774
C 0.1339 2.1789 -2.9388
C -0.1039 2.1793 -4.4296
O 0.3093 1.3360 -5.2255
N -0.8921 3.2120 -4.8755
C -1.2988 3.2131 -6.2415
H 0.6735 3.0736 -2.6131
H 0.7132 1.2823 -2.6124
H -0.8067 2.0651 -2.3572
H -1.4648 3.7191 -4.1924
H -0.3936 3.1656 -6.9019
H -1.8548 4.1924 -6.4462
H -1.9266 2.3414 -6.3772
C -5.2406 1.1141 2.5125
O -4.9027 1.1400 1.1449
C -4.6144 -0.1361 0.6806
C -4.3078 -0.2313 -0.8203
O -2.9629 -0.0891 -1.0604
C -2.6442 -0.2864 -2.4034
H -5.4953 2.1186 2.8305
H -4.4359 0.6372 3.1167
H -6.2185 0.5566 2.6317
H -5.5232 -0.7996 0.8312
H -3.6878 -0.5488 1.1562
H -4.9035 0.4529 -1.3769
H -4.6986 -1.2416 -1.1631
H -2.7021 -1.3396 -2.7160
H -1.6189 0.0474 -2.5780
H -3.1894 0.4322 -3.0295
C 4.0595 5.2055 7.0295
O 4.3541 3.8405 6.7703
C 3.3894 3.0134 7.4045
C 3.5469 1.6136 6.9235
O 2.8262 1.3477 5.7801
C 2.8681 -0.0291 5.3980
H 3.0301 5.4500 6.7777
H 4.8289 5.8633 6.6023
H 4.1427 5.4603 8.0797
H 2.3473 3.3041 7.2344
H 3.5453 3.0847 8.5130
H 3.1817 0.9146 7.7518
H 4.6154 1.4191 6.6924
H 2.2953 -0.1656 4.4556
H 2.2930 -0.6741 6.1769
H 3.8192 -0.4683 5.2274
C 0.9767 4.1840 4.2362
O 1.7647 5.2235 3.6873
C 3.0994 4.9379 3.3926
C 3.2774 4.1720 2.1191
O 2.7407 4.9985 1.0353
C 2.7827 4.2131 -0.1435
H -0.0354 4.5740 4.0625
H 1.1509 4.0595 5.3216
H 1.1606 3.2462 3.6702
H 3.5219 4.4398 4.2931
H 3.5648 5.8757 3.2757
H 2.7879 3.2232 2.1559
H 4.3642 3.9261 1.8533
H 1.9198 3.5407 -0.0913
H 3.7546 3.7718 -0.2780
H 2.5326 4.9186 -0.9725
C -1.0944 -1.5505 -6.2163
O -0.0546 -2.4384 -6.0895
C 0.3656 -2.5588 -4.7431
C 1.5618 -3.4554 -4.6170
O 1.9975 -3.5493 -3.2940
C 3.1629 -4.3777 -3.1843
H -2.0277 -2.0366 -5.9878
H -1.1504 -1.2637 -7.2730
H -0.8914 -0.6782 -5.5977
H -0.4799 -2.9048 -4.1352
H 0.7076 -1.5235 -4.4158
H 2.4171 -3.0379 -5.2599
H 1.2932 -4.4886 -5.0490
H 2.8881 -5.4031 -3.4831
H 3.4515 -4.3445 -2.1280
H 4.0251 -4.0919 -3.7326
C -3.2836 -5.9437 1.6021
O -2.0579 -5.2390 1.8449
C -2.2528 -3.8528 2.2108
C -1.0082 -3.0555 1.9833
O 0.0524 -3.6415 2.7273
C 1.2126 -2.8290 2.5877
H -3.0095 -6.9602 1.5870
H -3.7144 -5.6509 0.6798
H -4.0037 -5.7202 2.4258
H -2.6494 -3.8147 3.2696
H -3.0444 -3.3229 1.5764
H -1.1253 -1.9754 2.2435
H -0.8160 -2.9535 0.8904
H 0.9580 -1.8663 3.0152
H 1.5420 -2.6941 1.5570
H 1.9767 -3.3202 3.1802
C -1.2801 4.3286 -0.9799
O -2.3331 4.1912 -1.8949
C -3.4988 3.7515 -1.2378
C -4.7139 3.4272 -2.0992
O -4.3553 2.3740 -3.0420
C -5.4051 2.0373 -3.9725
H -0.9069 3.2998 -0.7476
H -1.5752 4.9405 -0.1382
H -0.4741 4.8428 -1.5048
H -3.7860 4.5239 -0.5190
H -3.2334 2.8308 -0.6598
H -5.1353 4.3053 -2.6834
H -5.4988 2.9781 -1.4579
H -5.0579 1.2965 -4.6159
H -5.6063 2.9476 -4.4876
H -6.3693 1.5939 -3.5528


# 9
18
Properties=species:S:1:pos:R:3 method="wB97M-V/def2-TZVPD" gap_ev=10.514 total_energy_ha=-418.98788 relative_energy_kj_mol=519.3
C -2.9893 0.6148 0.9744
C -2.2955 -0.7329 0.7729
C -0.9286 -0.5693 0.2229
C 0.2373 -0.4880 -0.0593
C 1.9391 0.0651 -0.3282
C 2.0819 0.0563 -1.8709
C 2.7398 -0.9513 0.2318
N 3.3900 -1.8400 0.5680
C 2.1238 1.3121 0.4324
N 1.9833 2.3107 0.9753
H -2.6068 1.0620 1.9378
H -3.9847 0.3840 1.1719
H -2.8829 1.2923 0.1259
H -2.2003 -1.2716 1.7646
H -2.7878 -1.3140 -0.1010
H 1.7437 -0.8813 -2.1203
H 3.0092 0.1809 -2.2955
H 1.4277 0.7701 -2.4027


# 10
12
Properties=species:S:1:pos:R:3 method="wB97M-V/def2-TZVPD" gap_ev=11.029 total_energy_ha=-343.61309 relative_energy_kj_mol=108.9
O 0.4710 0.3175 2.4070
C 0.2960 -0.1785 1.2653
O -0.1497 -1.4657 1.0304
C 0.7434 0.3798 -0.0472
C -0.2200 0.0402 -1.1601
O -1.5321 0.3223 -0.7519
H -0.5213 -1.7275 1.9150
H 1.7207 -0.1301 -0.2042
H 0.9984 1.4504 0.0188
H -0.1409 -1.0798 -1.4544
H 0.0649 0.7090 -2.0388
H -1.7303 1.3622 -0.9800


# 11
12
Properties=species:S:1:pos:R:3 method="wB97M-V/def2-TZVPD" gap_ev=11.047 total_energy_ha=-265.47677 relative_energy_kj_mol=154.4
C -1.2108 0.8355 -0.3106
C -0.5509 -0.4651 0.0935
N 0.1370 -1.4349 -0.7493
C 0.9233 -0.6600 0.2116
C 1.8106 0.3744 -0.2835
N 2.5372 1.1911 -0.6650
H -0.7794 1.3062 -1.1988
H -2.2794 0.6716 -0.4872
H -1.1275 1.5447 0.5222
H -1.1015 -0.9763 0.8799
H 0.3844 -1.1232 -1.6819
H 1.3301 -1.2289 1.0407


# 12
46
Properties=species:S:1:pos:R:3 method="wB97M-V/def2-TZVPD" gap_ev=7.797 total_energy_ha=-1054.75168 relative_energy_kj_mol=1878.9
C 0.1952 -1.3256 -2.9016
H 0.7888 -2.2349 -3.2814
O -0.5225 -1.8648 -1.9480
C -1.4899 -0.8541 -1.3626
C -1.8045 0.5577 -1.9264
C -2.6628 1.3484 -1.1103
C -3.4354 0.8967 0.0782
C -3.0819 -0.4389 0.2406
C -2.1358 -1.2522 -0.3181
C -2.0612 -2.7457 0.2309
N -0.4678 -3.1713 0.6763
H 0.0859 -3.0596 -0.2298
C -0.2332 -2.2725 1.5966
C 0.5242 -1.0646 1.3134
C -0.1001 0.2225 1.6228
C 0.3562 1.4684 1.4919
C 1.2802 1.5047 0.5105
C 1.9648 0.3399 0.0738
C 1.5924 -1.0518 0.2921
O 2.0991 -2.1452 0.0921
C 3.2568 -2.0462 -0.8673
H 4.1681 -1.5764 -0.0851
H 3.1872 -1.6917 -1.7137
H 3.5527 -3.1652 -0.7566
H 3.0177 0.3958 -0.9310
O 1.9846 2.5925 -0.0143
C 2.4201 3.5300 1.0263
H 3.6150 2.8740 1.3927
H 2.8796 4.4510 0.6743
H 1.8453 3.6464 1.9058
O -0.1096 2.5008 1.8628
C -0.7998 3.5225 0.8922
H -0.0852 3.7054 0.2270
H -1.1911 4.3999 1.5818
H -1.7386 3.0646 0.5626
H -0.7611 0.0195 2.4592
H -0.7947 -2.2164 2.3324
H 0.7646 -3.0178 2.3504
H -2.6191 -2.9001 1.1281
H -2.1581 -3.3899 -0.4284
H -3.8137 -0.9320 1.3228
H -3.9826 1.4689 0.6285
H -2.7663 2.3705 -1.5044
H -1.1902 0.9581 -2.5619
H -0.3024 -0.9118 -3.8702
H 0.7290 -0.5095 -2.7552